# 1
Computed, not measured: C8H11FO2S in the gas phase at a distorted geometry, with ωB97M-V/def2-TZVPD.

ORCA input file:
```
! RIJCOSX wB97M-V def2-TZVPD def2/J DEFGRID3
* xyz 0 1
C -0.812 1.577 1.451
C 1.619 1.336 1.195
C -1.025 0.865 0.179
C 1.330 0.333 0.115
C 0.513 2.269 1.570
C -0.062 -0.357 0.013
C -0.239 -0.954 -1.351
C -0.210 -1.443 1.186
O -1.495 1.444 2.404
O 2.704 1.541 1.674
F 0.776 2.751 2.791
S 0.456 3.788 0.343
H -2.129 0.696 0.147
H -0.811 1.626 -0.654
H 1.479 0.902 -0.715
H 2.353 -0.277 0.191
H -1.074 -1.680 -1.324
H 0.646 -1.581 -1.573
H -0.500 -0.222 -2.138
H -0.306 -0.872 2.106
H 0.557 -2.145 1.098
H -1.110 -1.911 0.918
H 1.645 4.187 0.371
*
```

## Properties
**HOMO**: -9.96 eV

Results of the Löwdin charge analysis, in e, for atoms 1 through 4: -0.456 -0.388 -0.087 -0.068


# 2
Computed, not measured: C5H10O2 as an isolated structure, with ωB97M-V/def2-TZVPD.

ORCA input file:
```
! RIJCOSX wB97M-V def2-TZVPD def2/J DEFGRID3
* xyz 0 1
C 2.162 -0.598 -0.454
C 0.838 -0.618 0.270
O 0.521 0.592 0.971
C -0.875 0.454 0.621
C -1.543 1.769 0.306
C -0.483 -0.517 -0.505
O -1.222 -1.684 -0.722
H 2.966 -0.326 0.236
H 2.385 -1.589 -0.868
H 2.138 0.127 -1.272
H -0.779 -2.362 -0.201
H 0.800 -1.472 0.978
H -1.415 -0.088 1.415
H -2.596 1.608 0.052
H -1.493 2.436 1.174
H -1.048 2.259 -0.538
H -0.356 0.010 -1.463
*
```

## Properties
**HOMO**: -9.80 eV

Results of the Löwdin charge analysis, in e, for atoms 1 through 4: -0.028 -0.345 -0.049 -0.321


# 3
Computed, not measured: a 6-piece molecular cluster, C45H59F5N2O12 overall at a distorted geometry, with ωB97M-V/def2-TZVPD.

ORCA input file:
```
! RIJCOSX wB97M-V def2-TZVPD def2/J DEFGRID3
* xyz 0 1
C 3.574 1.907 5.862
C 3.007 1.597 4.868
C 2.292 1.109 3.717
C 2.370 -0.283 3.470
C 3.174 -1.157 4.404
C 4.643 -1.220 3.926
C 1.689 -0.794 2.365
C 0.994 0.085 1.517
C 0.931 1.465 1.752
N 0.221 2.292 0.842
C 1.017 2.864 -0.256
C 0.709 4.320 -0.584
C -0.791 4.599 -0.764
C -1.264 4.333 -2.216
C 1.570 1.988 2.897
C 1.440 3.471 3.175
F 2.050 4.144 2.152
F 2.048 3.878 4.295
C -0.054 4.009 3.258
F -0.399 4.760 2.221
F -0.928 3.010 3.443
F -0.158 4.799 4.350
C 0.294 -0.551 0.345
O 0.229 -0.055 -0.755
C -0.289 -1.898 0.626
C -1.593 -2.387 0.012
C -2.401 -1.385 -0.813
C -2.840 -0.106 -0.071
C -3.153 -0.304 1.414
C -4.459 -1.075 1.601
N -5.624 -0.188 1.361
C 0.400 -2.716 1.427
C 1.664 -2.259 2.035
O 2.581 -3.009 2.265
H 3.967 2.423 6.703
H 3.149 -0.786 5.420
H 2.742 -2.148 4.343
H 5.314 -0.869 4.692
H 4.823 -0.583 3.058
H 4.941 -2.221 3.641
H -0.605 1.833 0.497
H 0.770 2.303 -1.163
H 2.082 2.702 -0.113
H 1.206 4.565 -1.524
H 1.104 5.016 0.152
H -1.406 4.065 -0.046
H -0.951 5.661 -0.582
H -1.685 5.229 -2.665
H -0.426 4.037 -2.845
H -2.007 3.539 -2.248
H -2.183 -2.832 0.813
H -1.323 -3.204 -0.659
H -1.834 -1.174 -1.710
H -3.302 -1.877 -1.147
H -3.753 0.239 -0.559
H -2.118 0.696 -0.217
H -2.326 -0.768 1.953
H -3.287 0.683 1.865
H -4.510 -1.451 2.622
H -4.520 -1.893 0.886
H -5.320 0.774 1.287
H -6.256 -0.246 2.146
H 0.023 -3.709 1.632
O -3.252 -2.433 -3.280
C -4.149 -2.958 -3.878
O -5.200 -3.543 -3.263
C -6.060 -4.168 -4.241
C -5.749 -3.454 -5.547
C -4.276 -3.104 -5.377
H -5.824 -5.234 -4.280
H -7.096 -4.050 -3.934
H -5.966 -4.055 -6.429
H -6.333 -2.539 -5.613
H -3.615 -3.908 -5.708
H -4.015 -2.172 -5.872
O -3.707 0.441 -5.327
C -2.561 0.717 -5.526
O -2.014 0.745 -6.765
C -0.600 0.999 -6.672
C -0.402 1.674 -5.321
C -1.507 1.033 -4.485
H -0.074 0.044 -6.740
H -0.296 1.627 -7.506
H 0.599 1.538 -4.916
H -0.586 2.746 -5.412
H -1.184 0.098 -4.022
H -1.901 1.706 -3.731
O -9.500 -2.221 -4.817
C -9.012 -1.131 -4.901
O -7.992 -0.852 -5.747
C -7.539 0.503 -5.546
C -8.717 1.222 -4.904
C -9.369 0.102 -4.096
H -6.659 0.482 -4.901
H -7.260 0.931 -6.505
H -8.419 2.084 -4.310
H -9.407 1.567 -5.675
H -8.933 0.007 -3.101
H -10.447 0.213 -4.023
O 6.571 -2.479 5.539
C 7.413 -3.324 5.495
O 8.116 -3.730 6.582
C 9.127 -4.673 6.194
C 8.650 -5.250 4.868
C 7.897 -4.067 4.263
H 10.076 -4.141 6.098
H 9.225 -5.429 6.969
H 9.461 -5.627 4.247
H 7.956 -6.072 5.050
H 8.555 -3.408 3.696
H 7.057 -4.379 3.648
O 8.246 0.553 4.305
C 7.578 1.161 3.523
O 6.369 1.689 3.835
C 5.764 2.263 2.664
C 6.919 2.548 1.714
C 7.896 1.429 2.063
H 5.056 1.540 2.249
H 5.221 3.164 2.942
H 6.619 2.567 0.668
H 7.365 3.514 1.954
H 7.701 0.521 1.491
H 8.933 1.731 1.945
*
```

## Properties
**HOMO**: -8.77 eV

Results of the Löwdin charge analysis, in e, for atoms 1 through 4: 0.172 -0.083 -0.089 -0.089


Question: The lowest HOMO belongs to which entry?
Answer: C8H11FO2S